Entry 1:
4 unconnected molecules or ions with the total composition C19H39BN4O8PS2 at a distorted geometry. Source: OMol25; level of theory: the ωB97M-V functional and the def2-TZVPD basis.

Geometry (Å):
C (0.039, -2.697, 1.214)
B (-0.973, -1.776, 0.320)
O (-2.095, -2.567, -0.309)
N (-1.008, -0.292, 0.095)
C (-1.412, -0.004, -1.369)
C (-0.546, -0.813, -2.491)
C (1.066, -1.057, -2.556)
C (1.816, -1.916, -3.768)
C (0.936, -2.570, -4.992)
C (1.590, -3.472, -6.194)
C (-0.694, -2.305, -5.004)
C (-1.391, -1.453, -3.789)
C (-2.241, 0.178, 0.905)
S (-2.210, -0.494, 2.696)
O (-2.730, 0.702, 3.585)
O (-3.217, -1.652, 2.923)
P (0.412, 0.678, 0.446)
O (1.877, -0.178, 0.892)
O (0.967, 1.701, -0.905)
S (0.183, 2.011, 1.903)
H (0.610, -2.135, 2.068)
H (-0.503, -3.612, 1.707)
H (0.879, -3.129, 0.485)
H (-1.691, -3.221, -0.983)
H (-1.459, 1.171, -1.587)
H (-2.546, -0.336, -1.559)
H (1.749, -0.655, -1.702)
H (2.996, -2.078, -3.729)
H (1.551, -2.990, -7.260)
H (2.676, -3.817, -5.862)
H (0.953, -4.479, -6.241)
H (-1.365, -2.722, -5.867)
H (-2.570, -1.292, -3.836)
H (-2.406, 1.335, 0.855)
H (-3.251, -0.300, 0.481)
H (-0.903, -0.757, 3.153)
H (2.684, 0.255, 0.439)
H (1.846, 2.057, -0.575)
C (3.970, 6.176, 3.428)
C (3.061, 5.228, 2.696)
O (3.426, 4.615, 1.694)
N (1.796, 5.056, 3.174)
C (1.186, 5.677, 4.324)
H (4.943, 6.208, 2.929)
H (3.544, 7.183, 3.420)
H (4.119, 5.832, 4.455)
H (1.244, 4.403, 2.629)
H (0.874, 4.887, 5.012)
H (0.304, 6.227, 3.985)
H (1.863, 6.360, 4.838)
C (1.353, 3.157, 7.496)
C (2.526, 4.092, 7.592)
O (2.432, 5.288, 7.325)
N (3.725, 3.577, 7.990)
C (4.036, 2.214, 8.344)
H (0.470, 3.711, 7.167)
H (1.561, 2.371, 6.764)
H (1.142, 2.720, 8.476)
H (4.466, 4.268, 8.031)
H (4.408, 2.206, 9.372)
H (4.823, 1.860, 7.674)
H (3.170, 1.555, 8.267)
C (-3.801, -4.961, -6.189)
C (-3.934, -4.095, -7.411)
O (-3.383, -3.000, -7.498)
N (-4.694, -4.558, -8.444)
C (-5.414, -5.805, -8.532)
H (-3.167, -4.460, -5.453)
H (-4.785, -5.128, -5.741)
H (-3.336, -5.914, -6.455)
H (-4.736, -3.919, -9.231)
H (-5.035, -6.356, -9.396)
H (-6.472, -5.576, -8.688)
H (-5.303, -6.415, -7.635)

Output
- total charge = +1
- electronic energy (Eh) = -2730.285276

Entry 2:
A molecular structure, C8H15Cl6Mg2O2 at a distorted geometry. Source: OMol25; level of theory: the ωB97M-V functional and the def2-TZVPD basis.

Geometry (Å):
Mg (0.033, 3.756, -4.735)
Mg (4.052, 1.982, -2.780)
C (0.052, 1.073, -1.591)
C (0.965, 1.733, -2.571)
O (0.592, 2.337, -3.555)
O (2.254, 1.623, -2.312)
H (-0.181, 0.030, -1.805)
H (-0.891, 1.618, -1.583)
H (0.331, 1.168, -0.541)
Cl (-2.921, -2.929, -1.526)
C (-3.089, -1.306, -0.765)
C (-4.249, -1.339, 0.271)
Cl (-4.388, 0.361, 0.730)
H (-3.326, -0.577, -1.540)
H (-2.166, -0.854, -0.402)
H (-3.953, -1.897, 1.160)
H (-5.083, -1.763, -0.289)
Cl (0.244, -4.715, -0.476)
C (1.557, -3.649, 0.056)
C (1.081, -2.181, 0.004)
Cl (2.529, -1.197, 0.282)
H (2.399, -3.890, -0.594)
H (1.778, -4.107, 1.020)
H (0.315, -2.120, 0.777)
H (0.605, -1.829, -0.912)
Cl (3.186, 2.734, 4.114)
C (1.458, 2.395, 3.741)
C (1.232, 2.101, 2.254)
Cl (1.614, 3.578, 1.250)
H (0.825, 3.224, 4.057)
H (1.158, 1.554, 4.367)
H (0.195, 1.799, 2.105)
H (1.792, 1.289, 1.790)

Output
- total charge = +3
- electronic energy (Eh) = -3624.491167

Entry 3:
2 unconnected molecules or ions with the total composition C3H7NO2 at a distorted geometry. Source: OMol25; level of theory: the ωB97M-V functional and the def2-TZVPD basis.

Geometry (Å):
C (1.559, -0.424, 0.381)
C (1.764, 0.621, -0.302)
C (-1.188, -0.921, -0.570)
N (-1.566, -0.012, 0.282)
O (-1.377, 1.267, -0.141)
O (-1.910, -0.149, 1.441)
H (-1.460, 1.899, 0.627)
H (1.955, -1.444, 0.421)
H (0.645, -0.350, 0.959)
H (2.611, 0.709, -1.014)
H (1.044, 1.377, -0.388)
H (-0.720, -0.620, -1.492)
H (-1.357, -1.954, -0.205)

Output
- total charge = 0
- energy above the lowest of the compared OMol25 structures with the same formula, charge and spin (kJ/mol) = 279.4
- spin multiplicity = 3

What is the total charge in the first record? +1

Which formula does entry 3 have? C3H7NO2